# C32H57BF6IN2O14P

3 unconnected molecules or ions with the total composition C32H57BF6IN2O14P in a non-equilibrium geometry (the ωB97M-V functional and the def2-TZVPD basis, OMol25).

Structure (XYZ):
```
114
Properties=species:S:1:pos:R:3:forces:R:3:lowdin_charge:R:1
C -2.4140 4.9845 -0.7265 0.133 -0.221 -0.067 -0.06
C -1.3170 5.1399 -1.7783 0.076 0.056 -0.056 -0.25
O -0.1912 5.8863 -1.3276 -0.238 0.115 0.190 -0.14
C 0.6167 5.1821 -0.4099 0.137 -0.003 -0.046 -0.19
C 1.5719 4.2162 -1.0884 0.017 0.025 0.103 -0.16
O 1.0072 2.9209 -1.0356 -0.113 -0.008 -0.056 -0.13
C 1.8845 1.8576 -1.3078 -0.126 0.244 -0.121 -0.11
C 1.2882 0.8258 -2.3419 0.464 -0.029 0.361 -0.23
O -0.0098 1.2701 -2.7177 -0.067 -0.103 0.086 -0.07
C -0.3922 1.1293 -4.0645 -0.095 0.362 -0.039 -0.21
C -1.9000 0.9951 -4.1554 0.166 -0.534 -0.172 -0.14
C -2.2737 0.5340 -5.5683 0.324 0.338 -0.138 -0.11
C -2.1077 -0.9462 -5.8242 0.667 -0.731 -1.291 -0.51
N -2.4346 -1.7863 -4.7690 -0.224 -0.078 -0.753 0.15
O -1.6512 -1.3872 -6.8879 -0.682 0.674 1.818 0.04
B 2.3991 1.0094 -3.4744 -0.126 0.188 -0.209 -0.47
O 3.4189 0.1210 -3.6238 -0.388 -0.397 0.048 0.18
C 2.4498 2.3347 -4.3521 -0.128 -0.415 -0.217 -0.13
C 2.2662 2.0628 -5.8641 0.053 -0.048 0.059 -0.09
C 1.1299 -0.5658 -1.6483 -0.388 -0.350 -0.598 -0.33
C -0.0286 -0.5319 -0.6296 0.036 0.094 0.380 -0.15
C -0.2217 0.6139 0.3650 -0.347 -0.235 0.045 -0.06
C 0.6110 -1.6289 -2.6695 0.099 -0.395 0.377 -0.08
C 1.4563 -2.1763 -3.7821 0.843 -0.020 -0.218 -0.17
N 2.5608 -2.7951 -3.6217 -0.990 0.596 -0.293 0.13
O 2.4483 -0.9916 -1.2802 -0.475 0.387 0.291 -0.08
C 3.1527 -1.5004 -0.1458 0.605 -0.254 0.345 -0.54
C 4.0521 -2.5755 -0.8080 0.379 -0.005 -0.097 -0.25
C 3.4266 -3.9125 -1.1739 0.003 -0.360 -0.119 -0.28
C 4.2401 -4.6349 -2.2576 -0.051 0.023 0.363 -0.20
C 3.4390 -5.6554 -3.0381 0.039 -0.319 0.192 -0.27
O 3.5240 -6.9160 -2.3580 0.107 0.216 0.091 -0.07
C 4.1379 -0.3836 0.3598 -0.232 0.314 -0.173 -0.04
C 3.9507 0.2488 1.7149 -1.290 1.178 0.282 -0.50
O 3.0213 0.9869 2.0132 1.372 -1.236 -0.398 0.08
O 4.9902 -0.0008 2.5588 -0.189 -0.437 -0.260 0.05
P 2.2076 -2.5596 1.1204 -0.234 0.047 -0.536 0.66
O 1.6144 -1.5064 2.2119 -0.157 0.417 -0.034 -0.41
I 4.0758 -3.3807 2.5097 0.058 -0.059 0.029 0.57
H -2.8462 3.9863 -0.7794 -0.149 -0.013 -0.036 0.07
H -2.0086 5.0911 0.2767 -0.018 0.097 0.073 0.07
H -3.2007 5.7179 -0.8742 -0.065 0.091 0.131 0.07
H -1.7066 5.7063 -2.6212 0.053 -0.043 -0.144 0.12
H -0.9851 4.1631 -2.1383 0.033 -0.094 -0.022 0.10
H 0.0233 4.6025 0.3003 -0.078 0.003 0.081 0.12
H 1.1739 5.9232 0.1611 0.021 0.126 -0.096 0.13
H 2.5414 4.2391 -0.5818 0.072 -0.097 0.061 0.13
H 1.7130 4.5392 -2.1236 0.105 0.007 -0.101 0.13
H 2.8242 2.2732 -1.6902 0.148 -0.018 -0.003 0.13
H 2.1153 1.3469 -0.3821 0.169 -0.130 0.177 0.10
H -0.0936 2.0170 -4.6230 0.064 0.021 -0.158 0.11
H 0.0675 0.2587 -4.5445 0.169 -0.083 0.021 0.13
H -2.1815 0.2297 -3.4337 -0.264 0.202 0.220 0.10
H -2.3845 1.9363 -3.9132 -0.057 0.047 0.142 0.12
H -3.2807 0.8450 -5.8452 -0.152 -0.151 0.049 0.13
H -1.6063 1.0105 -6.2881 -0.098 0.089 -0.111 0.12
H -2.5168 -2.7401 -5.0924 0.087 -0.124 0.100 0.11
H -3.2300 -1.5014 -4.2181 0.093 0.106 0.209 0.10
H 3.8700 0.2246 -4.4635 0.409 0.269 -0.045 0.11
H 1.7412 3.0839 -4.0052 0.037 0.156 0.013 0.09
H 3.4601 2.7245 -4.2173 0.037 0.206 0.165 0.11
H 1.2710 2.3298 -6.2066 -0.079 0.048 -0.047 0.06
H 2.9807 2.6245 -6.4608 -0.008 0.052 -0.074 0.07
H 2.3942 1.0063 -6.1109 0.076 -0.052 -0.064 0.07
H -0.9240 -0.5170 -1.2496 -0.019 -0.088 -0.038 0.11
H -0.0738 -1.5006 -0.1277 0.232 -0.104 0.106 0.09
H -0.9334 0.2930 1.1292 -0.022 -0.077 0.030 0.08
H 0.6684 0.9349 0.8816 0.303 0.023 0.175 0.05
H -0.6787 1.4650 -0.1328 0.199 0.124 -0.035 0.07
H 0.3454 -2.4935 -2.0521 -0.037 -0.079 0.033 0.13
H -0.3246 -1.2800 -3.0959 -0.059 0.043 -0.029 0.08
H 1.0324 -2.0476 -4.7841 -0.049 0.064 -0.073 0.12
H 2.9209 -3.0960 -4.5250 -0.015 -0.001 -0.139 0.08
H 4.9141 -2.7492 -0.1673 0.100 -0.034 -0.027 0.06
H 4.4054 -2.0948 -1.7213 0.021 0.051 -0.060 0.12
H 2.4093 -3.7755 -1.5380 0.028 0.036 0.117 0.08
H 3.4002 -4.5787 -0.3104 -0.186 0.023 0.159 0.07
H 5.0427 -5.1885 -1.7667 0.249 0.075 -0.153 0.12
H 4.6702 -3.9001 -2.9334 0.090 -0.020 -0.031 0.09
H 2.3954 -5.3474 -3.1080 -0.052 0.089 -0.091 0.10
H 3.8410 -5.7668 -4.0478 0.014 -0.009 -0.112 0.11
H 2.7314 -7.4182 -2.5397 -0.166 -0.155 -0.078 0.07
H 4.0307 0.4277 -0.3581 0.005 -0.016 -0.105 0.12
H 5.1615 -0.7322 0.2830 0.045 -0.161 0.093 0.12
H 4.6404 -0.2650 3.4172 -0.047 0.408 0.297 0.09
H 0.7097 -1.7675 2.3976 -0.254 0.056 0.239 0.04
C 1.8353 1.0023 4.8944 -0.208 -0.118 -0.092 -0.06
C 0.9244 1.3990 6.0321 0.385 0.177 0.076 -0.18
O -0.4378 0.9858 5.7715 -0.001 0.137 0.032 0.04
C -0.7183 -0.2746 6.0244 -0.206 0.136 -0.118 -0.42
O 0.0028 -1.1188 6.4573 0.232 -0.246 0.127 0.18
C -2.2042 -0.5406 5.7028 0.380 0.094 0.044 -0.56
F -2.5535 -0.0097 4.5342 -0.135 0.087 -0.273 0.17
F -2.9705 0.0048 6.6537 -0.165 0.115 0.177 0.16
F -2.4369 -1.8417 5.6614 -0.145 -0.306 0.012 0.18
H 1.4687 1.3971 3.9477 0.086 0.045 0.035 0.07
H 2.8388 1.3908 5.0645 -0.005 0.059 -0.001 0.09
H 1.8956 -0.0820 4.8009 0.034 -0.014 0.029 0.07
H 0.8688 2.4795 6.1367 -0.108 0.015 -0.049 0.13
H 1.2520 0.9821 6.9833 -0.093 -0.117 0.001 0.13
C -5.6358 -1.5759 6.8592 -0.315 -0.141 -0.147 -0.06
C -6.3492 -0.5201 7.6700 0.363 0.040 0.155 -0.18
O -7.6225 -0.1699 7.0833 0.126 0.094 -0.017 0.04
C -8.6234 -0.9870 7.3450 -0.116 0.178 -0.143 -0.41
O -8.6069 -1.9740 8.0123 0.031 -0.286 0.191 0.17
C -9.9084 -0.4541 6.6747 0.329 -0.173 0.156 -0.57
F -9.6765 -0.0780 5.4201 -0.012 0.105 -0.315 0.17
F -10.3585 0.6011 7.3548 -0.154 0.279 0.128 0.17
F -10.8432 -1.3874 6.6727 -0.293 -0.200 -0.023 0.18
H -5.5218 -1.2487 5.8257 0.090 0.041 0.013 0.09
H -4.6541 -1.7658 7.2815 0.062 0.001 0.036 0.07
H -6.1941 -2.5116 6.8560 -0.012 0.004 0.063 0.08
H -5.7866 0.4102 7.6809 -0.058 0.053 -0.066 0.12
H -6.5032 -0.8369 8.7002 -0.114 -0.060 -0.020 0.13
```
Positions in Å, forces in eV/Å.

E   -100124.7915 eV
Max |F|   2.06 eV Å⁻¹
Energy relative to the best compared isomer or geometry (same formula, charge and spin)   11.3 kcal/mol
SMILES string   [H]/N=C/C[C@@](CC)(O[C@@](CCCCO)(CC(=O)O)P(O)I)[C@](COCCOCC)(OCCCC(N)=O)B(O)CC.CCOC(=O)C(F)(F)F.CCOC(=O)C(F)(F)F
Orbital gap   8.97 eV